Entry from the OMol25 dataset: a structure of composition C38H48HfN2O4PSSi2 in a non-equilibrium geometry (ωB97M-V with the def2-TZVPD basis set).

Computed properties:
Charge: +1
Largest force on an atom, Eh/bohr: 0.0580
HOMO-LUMO gap, hartree: 0.2939
E_LUMO, eV: -3.01
HOMO level, eV: -11.013
Molar mass, g mol⁻¹: 894.51

```
97
Properties=species:S:1:pos:R:3:mulliken_charge:R:1
Hf -0.439 -0.451 1.062 -0.1257
C 3.354 1.219 3.050 -0.8623
C 2.752 1.835 4.138 -0.7562
C 1.506 1.391 4.538 -1.1509
C 0.883 0.375 3.813 0.8776
N 1.449 -0.193 2.727 -0.1313
C 2.671 0.215 2.388 -0.2742
C -0.414 -0.203 4.183 0.6142
C -0.774 -0.361 5.521 -0.8158
C -1.940 -1.026 5.847 -0.7828
C -2.715 -1.575 4.840 -1.0743
C -2.348 -1.412 3.510 -0.2268
C -1.214 -0.687 3.125 0.5501
H 4.334 1.517 2.716 0.4808
H 3.251 2.631 4.666 0.4879
H 1.000 1.836 5.380 0.5162
H 3.120 -0.305 1.553 0.5952
H -0.122 0.000 6.302 0.4789
H -2.237 -1.127 6.879 0.4149
H -3.597 -2.144 5.090 0.4864
H -2.973 -1.872 2.752 0.0832
C -0.060 -0.452 -3.779 -0.8141
Si -1.297 -1.862 -4.032 0.1573
C -0.539 -3.242 -5.114 -1.2623
C -2.884 -1.109 -4.774 -1.2909
C -1.900 -2.711 -2.412 0.2175
C -3.119 -3.358 -2.408 -0.3199
C -3.579 -4.045 -1.278 -1.0629
C -2.779 -4.107 -0.175 -0.2299
N -1.589 -3.475 -0.157 0.1934
C -1.160 -2.736 -1.219 -0.0437
S 0.338 -1.962 -0.995 -0.4948
H -0.031 0.186 -4.657 0.6809
H 0.941 -0.832 -3.607 0.2153
H -0.333 0.167 -2.931 -0.0181
H -0.185 -2.823 -6.052 0.3808
H -1.254 -4.024 -5.358 0.3550
H 0.312 -3.712 -4.627 0.3522
H -2.650 -0.553 -5.675 0.4166
H -3.345 -0.413 -4.078 0.3817
H -3.628 -1.852 -5.046 0.4030
H -3.734 -3.331 -3.296 0.3902
H -4.538 -4.536 -1.280 0.4776
H -3.047 -4.666 0.706 0.5604
C -1.187 -4.616 3.497 -0.7792
O -1.505 -4.308 2.143 -0.2335
P -0.536 -3.346 1.273 0.3513
O 0.583 -4.440 0.871 -0.3400
C 1.964 -4.126 0.716 -0.4758
O -2.150 -0.802 0.315 0.6763
C -3.361 -0.187 0.645 -1.0161
H -0.382 -5.351 3.535 0.2550
H -2.089 -5.043 3.935 0.2610
H -0.898 -3.718 4.050 0.2936
H 2.223 -4.094 -0.343 0.2390
H 2.523 -4.923 1.207 0.3208
H 2.203 -3.159 1.167 0.1540
H -3.202 0.767 1.179 0.3551
H -3.971 -0.842 1.280 0.3155
H -3.938 0.003 -0.266 0.1016
C 4.148 2.166 -0.838 -1.7447
C 2.963 1.465 -1.510 3.0234
C 2.953 1.836 -2.994 -1.8622
C 3.180 -0.050 -1.427 -0.7331
Si 1.318 2.009 -0.630 -1.0890
O 0.801 0.848 0.361 2.1122
C 1.538 3.589 0.408 0.7967
C 2.095 4.756 -0.108 -0.5807
C 2.201 5.902 0.660 -0.7172
C 1.751 5.903 1.971 -0.7111
C 1.182 4.756 2.500 -0.7133
C 1.075 3.619 1.719 -0.0817
C -0.182 2.398 -1.743 -0.0086
C -1.415 1.950 -1.275 1.0558
C -2.589 2.203 -1.961 -1.0176
C -2.548 2.896 -3.160 -0.6676
C -1.337 3.373 -3.631 -0.8656
C -0.172 3.143 -2.918 -0.1852
H 5.088 1.714 -1.150 0.5495
H 4.077 2.103 0.245 0.1344
H 4.171 3.217 -1.107 0.3766
H 3.867 1.482 -3.471 0.5051
H 2.899 2.914 -3.121 0.3603
H 2.106 1.385 -3.505 0.2319
H 4.107 -0.319 -1.933 0.6375
H 2.367 -0.589 -1.903 -0.2971
H 3.247 -0.392 -0.398 -0.1331
H 2.439 4.776 -1.131 0.3435
H 2.630 6.800 0.236 0.4293
H 1.830 6.797 2.572 0.3990
H 0.813 4.751 3.516 0.5099
H 0.609 2.725 2.124 0.0151
H -1.430 1.403 -0.325 -0.1732
H -3.539 1.875 -1.565 0.4017
H -3.457 3.077 -3.714 0.4460
H -1.303 3.934 -4.553 0.4525
H 0.754 3.557 -3.283 0.2915
```



Entry from the OMol25 dataset: a structure of composition C38H48IrN7O2S3Sb in a non-equilibrium geometry (ωB97M-V with the def2-TZVPD basis set).

Computed properties:
ΔE to the lowest compared entry with this formula, charge and spin, kcal per mole: 110.5
Charge: +2
Largest force on an atom, Eh/bohr: 0.0706
HOMO-LUMO gap (spin up / spin down), hartree: 0.1954 / 0.1538
E_LUMO (spin up / spin down), eV: -6.64 / -7.77
HOMO level (spin up / spin down), eV: -11.951 / -11.960
Spin multiplicity: 2
Molar mass, g mol⁻¹: 1045.03

```
100
Properties=species:S:1:pos:R:3:mulliken_charge:R:1
Ir 1.287 0.545 -0.439 3.8202
N 0.872 3.042 -4.230 -0.3814
C 1.064 2.098 -3.301 0.4508
S 2.305 2.363 -2.114 -0.2238
N 0.299 1.040 -3.349 -1.4083
N 0.501 0.064 -2.475 0.9150
C -0.123 -1.084 -2.609 0.2586
C -1.186 -1.370 -3.567 0.2697
C -2.204 -2.259 -3.197 -0.1662
C -3.259 -2.512 -4.052 -0.9095
C -3.320 -1.886 -5.289 -0.6274
C -2.316 -1.010 -5.666 -0.8903
C -1.259 -0.752 -4.817 -0.3379
C 0.373 -2.132 -1.725 0.0600
C 0.449 -3.465 -2.135 -0.7200
C 1.029 -4.398 -1.296 -0.9107
C 1.492 -3.984 -0.054 -1.0820
C 1.364 -2.650 0.291 -0.3469
N 0.842 -1.739 -0.524 0.4001
H 1.541 3.788 -4.328 0.2344
H 0.218 2.860 -4.975 0.2188
H -2.160 -2.741 -2.228 0.5521
H -4.039 -3.193 -3.752 0.4666
H -4.140 -2.090 -5.958 0.4611
H -2.356 -0.524 -6.628 0.4581
H -0.467 -0.093 -5.128 0.5398
H 0.065 -3.747 -3.102 0.7140
H 1.109 -5.432 -1.598 0.5085
H 1.925 -4.684 0.643 0.5686
H 1.662 -2.302 1.270 0.3899
O 5.900 -0.518 2.822 -0.6484
C 4.909 -0.591 3.701 0.3990
C 5.251 -0.848 5.038 -0.6843
C 4.286 -0.939 6.010 -0.4729
C 2.939 -0.763 5.683 -0.9785
C 2.581 -0.508 4.380 -0.5693
C 3.542 -0.420 3.364 0.0103
C 3.071 -0.160 2.002 0.3679
O 1.853 0.065 1.773 -0.3879
N 3.987 -0.211 1.024 -0.6316
N 3.538 -0.108 -0.220 -0.0387
C 4.402 -0.162 -1.191 -0.1415
S 3.873 -0.235 -2.841 0.0000
C 5.538 -0.585 -3.522 -0.6271
C 6.531 0.162 -2.669 -0.5707
S 6.127 -0.191 -0.921 -0.0653
H 5.548 -0.356 1.922 0.5498
H 6.296 -0.981 5.266 0.4638
H 4.570 -1.151 7.029 0.4160
H 2.184 -0.833 6.448 0.4574
H 1.544 -0.375 4.111 0.5414
H 5.551 -0.251 -4.559 0.4333
H 5.691 -1.665 -3.486 0.3110
H 6.454 1.242 -2.810 0.2984
H 7.554 -0.156 -2.856 0.4136
C -1.339 5.927 2.287 -1.5505
C -0.697 4.749 1.653 1.0294
C -0.741 4.529 0.278 -0.9630
C -0.130 3.414 -0.255 -0.2289
N 0.522 2.511 0.481 0.0418
C 0.603 2.732 1.794 -0.8524
C 0.001 3.811 2.409 -0.6302
H -2.028 6.417 1.605 0.3875
H -0.570 6.646 2.572 0.3391
H -1.867 5.632 3.192 0.3945
H -1.246 5.225 -0.372 0.4684
H -0.166 3.249 -1.322 0.3028
H 1.159 2.011 2.375 0.4841
H 0.069 3.924 3.478 0.5733
C -2.183 -3.416 1.498 -1.2204
C -3.166 -2.472 0.834 0.6624
C -4.397 -2.267 1.687 -1.6061
Sb -2.120 -0.525 0.314 -0.5179
C -2.222 0.798 2.137 2.2632
C -1.394 0.136 3.220 -1.4127
C -3.622 1.138 2.591 -1.4491
C -3.459 0.410 -1.241 1.2834
C -4.924 0.310 -0.882 -1.5752
C -2.984 1.834 -1.442 -0.9692
H -2.659 -4.386 1.648 0.4763
H -1.878 -3.042 2.474 0.2656
H -1.293 -3.567 0.888 0.1633
H -3.447 -2.856 -0.150 0.4160
H -4.131 -1.956 2.695 0.3358
H -4.928 -3.218 1.767 0.5005
H -5.087 -1.546 1.256 0.3220
H -1.716 1.706 1.805 -1.2674
H -1.862 -0.778 3.580 0.3268
H -1.289 0.808 4.071 0.5016
H -0.401 -0.103 2.842 0.1035
H -4.192 0.255 2.861 0.1996
H -4.166 1.693 1.831 0.3506
H -3.560 1.773 3.475 0.4853
H -3.266 -0.167 -2.148 -0.3942
H -5.152 0.827 0.047 0.2626
H -5.240 -0.728 -0.810 0.3888
H -5.516 0.773 -1.672 0.4839
H -3.012 2.404 -0.514 0.1997
H -3.621 2.344 -2.163 0.5704
H -1.969 1.828 -1.841 -0.0727
```



Entry from the OMol25 dataset: a cluster of 21 separate species, C38H49BCl60IO5 in total in a non-equilibrium geometry (ωB97M-V with the def2-TZVPD basis set).

Computed properties:
ΔE to the lowest compared entry with this formula, charge and spin, kcal per mole: 0.0
Charge: -1
Largest force on an atom, Eh/bohr: 0.0458
HOMO-LUMO gap, hartree: 0.2173
E_LUMO, eV: 1.22
HOMO level, eV: -4.689
Molar mass, g mol⁻¹: 2850.70

```
154
Properties=species:S:1:pos:R:3:mulliken_charge:R:1
C 1.592 -0.169 5.192 0.3347
C 1.566 -1.700 5.310 -0.1929
O 2.605 -2.229 4.504 -0.4496
C 2.147 -3.125 3.500 -0.9425
C 1.532 -2.404 2.283 1.7097
O 2.380 -2.502 1.168 -0.5299
C 2.536 -1.333 0.366 0.8663
C 2.072 -1.571 -1.098 1.8574
C 0.938 -2.585 -1.274 -0.5017
C 0.984 -3.480 -2.533 -0.2015
C -0.337 -3.344 -3.324 -1.3523
O 1.056 -4.871 -2.140 -0.5053
O 3.263 -2.053 -1.689 -0.5957
B 3.976 -1.008 -2.477 1.5363
O 3.252 0.234 -1.983 -0.7770
C 1.976 -0.153 -1.820 -1.8368
I 1.194 -0.188 -3.943 -0.1443
C 1.132 0.971 -1.193 1.2842
C -0.284 0.641 -0.775 1.7748
C -1.348 0.996 -1.606 -0.4508
C -2.660 0.701 -1.274 -1.5605
C -2.957 0.036 -0.089 -1.0528
C -1.921 -0.308 0.768 0.5112
C -2.138 -1.033 2.070 -1.2072
C -0.613 0.008 0.415 0.0692
H 0.949 0.154 4.376 -0.2153
H 2.614 0.134 4.990 0.2093
H 1.221 0.333 6.082 -0.4449
H 0.591 -2.021 4.937 0.1181
H 1.683 -1.971 6.360 0.4569
H 1.383 -3.777 3.931 0.1961
H 3.010 -3.673 3.135 0.4104
H 1.322 -1.379 2.597 -0.6893
H 0.582 -2.900 2.044 -0.0307
H 3.596 -1.107 0.314 0.6177
H 2.075 -0.434 0.791 -2.1062
H 0.925 -3.271 -0.427 0.5892
H -0.037 -2.100 -1.265 -0.0832
H 1.780 -3.227 -3.221 0.3456
H -1.112 -3.993 -2.906 0.3731
H -0.736 -2.336 -3.263 0.3317
H -0.196 -3.547 -4.383 0.2513
H 0.220 -5.039 -1.698 0.3645
H 4.018 -1.150 -3.673 -0.3647
H 5.084 -0.932 -1.923 -0.4260
H 1.078 1.787 -1.905 -0.9113
H 1.665 1.362 -0.324 -0.6797
H -1.182 1.519 -2.538 0.5392
H -3.480 0.985 -1.918 0.6676
H -3.970 -0.228 0.187 0.9123
H -1.643 -2.000 1.964 -0.0505
H -1.655 -0.535 2.909 0.1352
H -3.191 -1.248 2.230 0.3863
H 0.178 -0.257 1.100 0.6411
C -0.611 2.062 8.096 -0.0528
Cl 0.190 3.062 6.879 -0.0892
Cl -2.149 1.450 7.481 -0.1232
Cl 0.424 0.730 8.621 -0.1325
H -0.814 2.685 8.955 0.3545
C -4.552 -4.173 3.135 -0.0506
Cl -2.824 -4.494 3.012 -0.0216
Cl -4.895 -3.146 4.531 -0.1307
Cl -5.166 -3.428 1.656 -0.1136
H -5.064 -5.117 3.272 0.3172
C 2.793 3.697 -5.841 -0.1600
Cl 3.061 2.724 -4.409 0.1347
Cl 3.425 2.891 -7.284 -0.1539
Cl 1.071 4.063 -6.046 -0.1135
H 3.319 4.635 -5.729 0.2751
C 1.330 5.715 -2.111 -0.0308
Cl 1.814 6.034 -0.442 -0.0702
Cl 2.720 5.839 -3.196 -0.1611
Cl 0.600 4.126 -2.250 0.1960
H 0.600 6.460 -2.397 0.1239
C -3.348 4.589 -2.438 0.0669
Cl -2.254 5.973 -2.548 -0.0460
Cl -3.348 3.684 -3.952 -0.1106
Cl -2.901 3.545 -1.094 0.1450
H -4.345 4.966 -2.266 -0.1094
C -6.765 2.376 -0.336 -0.0855
Cl -6.355 3.486 -1.649 -0.1076
Cl -8.134 1.361 -0.796 -0.1479
Cl -5.378 1.392 0.110 -0.0026
H -7.056 2.964 0.524 0.3017
C 1.088 -7.644 -3.320 0.7719
Cl 2.500 -8.316 -4.152 -0.2128
Cl -0.070 -7.028 -4.486 -0.1391
Cl 0.369 -8.872 -2.252 -0.1945
H 1.421 -6.811 -2.707 -0.1970
C -4.859 9.459 -2.548 -0.0517
Cl -3.384 9.334 -3.506 -0.0365
Cl -6.202 10.030 -3.544 -0.1397
Cl -5.257 7.914 -1.795 -0.0882
H -4.691 10.182 -1.762 0.3053
C 3.992 2.241 1.850 -0.6006
Cl 5.316 1.418 1.036 -0.0176
Cl 3.349 3.545 0.848 0.0230
Cl 2.721 1.074 2.249 0.0914
H 4.359 2.674 2.771 0.4669
C -1.701 3.247 3.633 0.1917
Cl -1.369 4.980 3.609 -0.1173
Cl -3.205 2.875 2.786 -0.0562
Cl -0.355 2.360 2.932 0.0564
H -1.811 2.947 4.667 -0.1217
C -1.016 10.715 -6.483 0.0558
Cl 0.091 12.085 -6.600 -0.1310
Cl -1.047 9.805 -7.992 -0.1165
Cl -0.577 9.671 -5.131 -0.0525
H -2.010 11.100 -6.300 0.2484
C -4.195 -9.256 -3.743 -0.0297
Cl -4.310 -10.307 -5.160 -0.1369
Cl -2.528 -9.128 -3.190 -0.0067
Cl -4.863 -7.661 -4.097 -0.1304
H -4.785 -9.698 -2.951 0.2954
C 2.083 9.585 2.033 -0.0392
Cl 3.557 9.369 1.088 -0.0802
Cl 0.776 10.193 1.014 -0.1160
Cl 1.618 8.076 2.812 -0.0687
H 2.280 10.319 2.803 0.3197
C 9.321 -0.467 0.951 0.0081
Cl 9.414 0.400 2.491 -0.1433
Cl 7.856 -0.052 0.082 -0.0107
Cl 10.757 -0.141 -0.029 -0.1407
H 9.298 -1.527 1.167 0.2822
C -1.460 -7.038 5.925 -0.0317
Cl -1.108 -5.331 5.653 -0.0256
Cl -2.957 -7.519 5.117 -0.1388
Cl -0.119 -8.043 5.377 -0.1310
H -1.586 -7.192 6.988 0.3174
C -6.867 -5.696 7.291 -0.1341
Cl -5.399 -6.224 6.469 -0.0090
Cl -8.027 -5.056 6.128 -0.0414
Cl -7.573 -7.020 8.223 -0.1376
H -6.605 -4.902 7.979 0.3181
C 5.834 -4.546 -3.853 -0.2161
Cl 4.619 -5.816 -3.666 -0.0142
Cl 5.182 -3.298 -4.900 -0.0693
Cl 6.267 -3.885 -2.278 -0.0955
H 6.725 -4.961 -4.303 0.3803
C 4.488 -7.256 -7.158 0.5376
Cl 4.518 -8.182 -8.666 -0.1600
Cl 6.102 -7.191 -6.441 -0.1263
Cl 3.850 -5.643 -7.430 -0.0820
H 3.832 -7.764 -6.465 -0.1626
C 6.515 11.674 0.002 0.2282
Cl 8.266 11.645 -0.210 -0.1261
Cl 6.082 12.444 1.529 -0.1273
Cl 5.734 12.488 -1.353 -0.1202
H 6.162 10.652 0.029 0.1336
C -10.106 -5.424 2.557 0.0080
Cl -8.371 -5.723 2.460 -0.0556
Cl -10.500 -4.437 3.967 -0.1344
Cl -10.689 -4.660 1.079 -0.1237
H -10.607 -6.377 2.664 0.3101
```



Entry from the OMol25 dataset: a structure of composition C38H49ClN4O4PPt in a non-equilibrium geometry (ωB97M-V with the def2-TZVPD basis set).

Computed properties:
ΔE to the lowest compared entry with this formula, charge and spin, kcal per mole: 0.0
Charge: -1
Largest force on an atom, Eh/bohr: 0.1540
HOMO-LUMO gap (spin up / spin down), hartree: 0.1653 / 0.1812
E_LUMO (spin up / spin down), eV: 2.36 / 2.36
HOMO level (spin up / spin down), eV: -2.135 / -2.570
Spin multiplicity: 3
Molar mass, g mol⁻¹: 887.34

```
98
Properties=species:S:1:pos:R:3:mulliken_charge:R:1
O 0.367 -2.414 -1.289 0.0153
C 0.944 -3.499 -1.878 0.1257
C 0.245 -4.787 -1.380 -0.6207
C -0.592 -4.744 -0.271 0.1004
H -0.727 -3.785 0.238 0.5413
C -1.231 -5.906 0.184 -0.8917
H -1.910 -5.828 1.042 0.3783
C -0.955 -7.128 -0.434 -0.3611
H -1.412 -8.039 -0.046 0.3540
C -0.101 -7.180 -1.545 -0.7810
H 0.115 -8.140 -2.016 0.3483
C 0.478 -6.009 -2.024 0.1332
H 1.138 -6.024 -2.890 0.3550
H 0.758 -3.446 -2.977 0.1095
C 3.318 -2.760 -2.682 -1.7727
C 2.479 -3.625 -1.814 0.5531
H 4.360 -3.088 -2.676 0.5085
H 3.288 -1.738 -2.334 0.1110
H 2.980 -2.777 -3.716 0.3291
C 3.013 -4.382 -0.849 -0.0003
C 4.405 -4.322 -0.319 -1.4229
H 2.360 -5.019 -0.238 0.2535
H 4.861 -5.317 -0.374 0.3842
H 4.401 -4.036 0.738 0.2307
H 5.058 -3.624 -0.840 0.3393
Pt 0.598 -0.699 -0.007 1.1662
Cl 2.354 -1.911 0.912 -0.7006
C 2.478 0.937 1.936 0.0609
O 2.516 0.974 0.695 -0.6029
N 2.687 2.030 2.705 0.6007
C 2.774 3.359 2.082 -0.5617
C 3.155 1.811 4.061 -0.9210
H 2.244 0.028 2.530 0.1431
H 2.241 3.373 1.120 0.1023
H 3.818 3.669 1.885 0.3575
H 2.305 4.113 2.736 0.2823
H 2.980 0.741 4.234 0.2742
H 2.555 2.403 4.768 0.2661
H 4.237 2.019 4.145 0.3001
H -4.545 -2.750 -1.222 0.2831
H -4.115 -0.799 0.653 0.3696
C -3.478 -2.922 -1.038 -1.2088
C -3.053 -1.076 0.582 -0.2143
N -2.770 -1.698 -0.699 0.6843
H -3.032 -3.305 -1.954 0.4520
C -2.126 -1.043 -1.681 -0.8446
O -1.276 -0.133 -1.506 -0.4670
H -2.448 -0.172 0.716 -0.7960
H -2.412 -1.398 -2.683 0.4643
H -3.351 -3.667 -0.252 0.3056
H -2.818 -1.771 1.395 0.3347
H 2.549 2.521 -4.209 0.2555
H 0.397 1.918 -5.717 0.2924
C 2.708 1.430 -4.282 -0.9943
C 0.625 0.854 -5.535 -0.9372
N 1.433 0.716 -4.332 0.3601
H 3.303 1.092 -3.423 0.2088
C 0.983 0.104 -3.226 0.3109
O 1.582 0.194 -2.126 -0.5891
H -0.302 0.285 -5.376 0.2796
H 0.069 -0.487 -3.386 -0.1879
H 3.252 1.227 -5.218 0.4161
H 1.182 0.444 -6.392 0.3129
N -0.103 0.544 1.100 0.3522
P -1.050 1.834 1.373 0.1148
C -2.663 1.691 2.183 1.5088
C -2.782 1.073 3.443 -0.2344
C -3.924 1.288 4.219 -0.7733
C -5.004 2.023 3.710 -0.4232
C -4.914 2.578 2.432 -0.9069
C -3.734 2.464 1.720 -1.0614
C -0.905 2.601 -0.250 1.6432
C -2.035 2.819 -1.053 -1.3428
C -1.913 3.594 -2.200 -1.4095
C -0.643 3.895 -2.693 -0.6944
C 0.512 3.491 -2.016 -1.2380
C 0.377 2.844 -0.783 -0.6145
C -0.377 3.040 2.505 1.2991
C -0.634 4.375 2.167 -0.6307
C -0.544 5.358 3.137 -0.7316
C -0.175 5.010 4.436 -0.6682
C 0.052 3.671 4.778 -0.9516
C -0.075 2.669 3.820 -0.0923
H -1.979 0.460 3.828 0.5317
H -3.981 0.905 5.248 0.3686
H -5.897 2.191 4.326 0.3400
H -5.749 3.141 2.020 0.4253
H -3.636 3.037 0.801 0.3043
H -2.984 2.342 -0.795 0.4629
H -2.822 3.919 -2.705 0.3624
H -0.542 4.439 -3.638 0.3489
H 1.529 3.674 -2.401 0.5697
H 1.263 2.433 -0.314 0.7869
H -0.986 4.629 1.161 0.3725
H -0.806 6.383 2.857 0.4019
H -0.101 5.778 5.198 0.3795
H 0.297 3.399 5.810 0.4891
H -0.009 1.607 4.072 0.5328
```